# 1
11
Properties=species:S:1:pos:R:3:lowdin_charge:R:1 method="wB97M-V/def2-TZVPD" relative_energy_kj_mol=125.7 max_force_ha_per_bohr=0.0847 gap_ev=8.49
C 1.244 0.120 -0.504 -0.12
C 0.136 0.893 0.152 -0.80
S -0.281 2.438 -0.228 0.74
C -0.757 -0.119 0.857 -0.21
C -1.327 -1.093 -0.069 -0.23
N -1.583 -1.942 -0.793 0.17
H 0.657 -0.650 -1.046 0.08
H 2.103 -0.167 0.060 0.08
H 1.552 0.865 -1.334 0.09
H -0.153 -0.630 1.576 0.12
H -1.592 0.284 1.328 0.09


# 2
76
Properties=species:S:1:pos:R:3:lowdin_charge:R:1 method="wB97M-V/def2-TZVPD" max_force_ha_per_bohr=0.1117 gap_ev=8.04
C 8.408 0.595 -3.111 -0.13
C 7.345 1.827 -2.835 -0.18
C 7.759 3.443 -2.866 -0.04
C 6.646 4.663 -2.609 -0.06
C 5.100 4.204 -2.304 -0.06
C 4.711 2.612 -2.275 -0.17
C 3.127 2.152 -2.003 -0.21
B 2.397 2.255 -3.503 -0.62
Cl 2.331 3.830 -4.510 0.53
C 5.773 1.374 -2.539 0.01
H 9.053 0.866 -4.061 0.08
H 7.840 -0.413 -3.287 0.07
H 9.051 0.488 -2.131 0.08
H 8.877 3.763 -3.108 0.08
H 6.924 5.806 -2.658 0.08
H 4.211 4.971 -2.092 0.10
H 3.123 1.035 -1.626 0.10
H 2.625 2.849 -1.207 0.10
H 1.925 1.266 -3.966 -0.08
H 5.440 0.250 -2.532 0.10
Br 1.088 0.761 1.458 0.60
C -0.255 2.124 1.081 -0.69
C -1.317 1.602 0.142 -0.69
Br -0.665 1.540 -1.695 0.64
H 0.276 2.998 0.695 0.05
H -0.690 2.371 2.055 0.05
H -2.176 2.279 0.116 0.06
H -1.661 0.594 0.392 -0.03
Br -1.921 -1.936 -0.570 0.67
C -3.303 -3.001 0.303 -0.73
C -4.608 -2.244 0.383 -0.67
Br -4.558 -0.900 1.796 0.64
H -2.910 -3.296 1.279 -0.01
H -3.412 -3.892 -0.324 0.05
H -5.426 -2.916 0.659 0.05
H -4.866 -1.724 -0.544 0.06
Br 0.190 1.489 -5.548 0.68
C 0.186 2.852 -6.943 -0.68
C -0.203 2.266 -8.281 -0.70
Br 1.274 1.267 -9.070 0.60
H 1.177 3.313 -6.942 0.02
H -0.554 3.590 -6.616 0.07
H -0.425 3.060 -8.999 0.06
H -1.056 1.584 -8.224 0.05
Br -1.572 -5.720 1.816 0.70
C -2.954 -6.785 2.689 -0.67
C -4.259 -6.028 2.769 -0.68
Br -4.209 -4.684 4.181 0.61
H -2.561 -7.080 3.665 0.06
H -3.063 -7.676 2.062 0.06
H -5.077 -6.700 3.044 0.06
H -4.517 -5.508 1.842 0.04
Br 2.487 -4.403 0.206 0.60
C 2.118 -6.244 0.732 -0.71
C 2.880 -7.223 -0.131 -0.70
Br 2.049 -7.413 -1.885 0.60
H 1.034 -6.378 0.688 -0.01
H 2.447 -6.313 1.774 0.06
H 2.852 -8.225 0.307 0.06
H 3.921 -6.934 -0.300 0.05
Br -4.343 1.271 4.945 0.57
C -3.987 -0.578 5.455 -0.72
C -4.373 -0.833 6.893 -0.69
Br -3.049 -0.096 8.121 0.60
H -2.931 -0.769 5.248 0.06
H -4.600 -1.182 4.778 0.01
H -4.389 -1.907 7.103 0.05
H -5.339 -0.400 7.167 0.05
Br -4.310 4.835 6.461 0.59
C -4.314 6.198 5.066 -0.69
C -4.703 5.612 3.729 -0.69
Br -3.226 4.613 2.940 0.59
H -3.323 6.659 5.067 0.05
H -5.054 6.936 5.393 0.06
H -4.925 6.406 3.010 0.06
H -5.556 4.930 3.785 0.05


# 3
16
Properties=species:S:1:pos:R:3:lowdin_charge:R:1 method="wB97M-V/def2-TZVPD" relative_energy_kj_mol=157.0 total_charge=-1 max_force_ha_per_bohr=0.0800 gap_ev=7.60
C -1.296 -0.130 0.034 -0.17
C 0.064 -0.432 -0.564 -0.39
C 1.128 -0.136 0.465 -1.07
O 3.787 -0.068 0.636 -0.22
O 2.914 1.000 -1.357 -0.31
O 2.681 -1.336 -1.070 -0.33
S 1.126 -0.941 1.947 0.57
S 0.835 2.333 0.739 0.35
S 2.626 -0.036 -0.414 0.45
H -1.194 0.756 0.783 0.05
H -1.660 -1.087 0.495 0.06
H -2.002 -0.091 -0.845 0.07
H 0.351 -1.381 -0.888 0.08
H 0.171 0.256 -1.429 0.11
H 3.406 -0.323 1.550 0.05
H 1.120 2.928 -0.402 -0.30


# 4
34
Properties=species:S:1:pos:R:3:lowdin_spin:R:1 method="wB97M-V/def2-TZVPD" spin_multiplicity=3 total_charge=+1 max_force_ha_per_bohr=0.0974 gap_ev="6.16 / 5.93"
C -1.703 -2.090 0.348 0.01
C 0.309 2.024 -1.608 0.01
C -1.878 2.024 -0.547 0.00
C 0.794 -1.300 1.822 0.00
C 0.410 1.653 1.255 0.02
C -0.318 -1.781 -0.350 0.02
C -0.652 1.144 -0.873 0.00
C 1.965 -0.844 -0.513 0.40
C 0.645 -0.875 0.307 0.03
N -0.132 0.532 0.365 0.00
P 2.619 -2.578 -0.782 0.22
I 3.517 0.595 -0.049 1.22
H -2.450 -1.591 -0.175 0.00
H -1.954 -3.179 0.163 0.00
H -1.689 -1.681 1.352 0.00
H 1.121 1.465 -2.016 0.00
H -0.237 2.397 -2.514 0.00
H 0.506 2.891 -0.913 0.00
H -1.444 3.034 -0.262 0.00
H -2.362 1.632 0.363 0.00
H -2.467 2.031 -1.580 0.00
H 1.617 -0.570 2.179 0.00
H -0.171 -1.216 2.291 0.00
H 1.062 -2.397 1.731 0.00
H 0.438 1.339 2.309 0.00
H 1.299 2.137 0.937 0.02
H -0.400 2.449 1.316 0.00
H 0.187 -2.746 -0.169 0.01
H -0.377 -1.502 -1.416 0.00
H -0.967 0.440 -1.567 0.00
H 1.619 -0.477 -1.447 0.01
H -1.016 0.270 0.842 0.00
H 3.172 -2.516 0.470 0.02
H 3.613 -2.227 -1.710 0.02


# 5
29
Properties=species:S:1:pos:R:3:lowdin_charge:R:1 method="wB97M-V/def2-TZVPD" relative_energy_kj_mol=90.6 total_charge=-2 max_force_ha_per_bohr=0.0591 gap_ev=4.46
Pd 0.169 0.246 0.157 0.06
O -2.212 1.015 6.573 -0.12
C -1.804 0.855 5.451 -1.10
S -0.162 0.348 5.069 0.90
C -0.326 0.268 3.307 -1.22
C -1.532 0.649 2.803 -1.20
S -1.934 0.803 1.150 0.44
S -2.766 1.093 4.001 0.89
S 1.014 -0.279 2.397 0.43
O 4.911 2.925 -4.057 -0.12
C 4.066 2.449 -3.341 -1.10
S 2.698 3.354 -2.705 0.90
C 1.900 2.030 -1.840 -1.22
C 2.546 0.832 -1.857 -1.20
S 2.089 -0.576 -1.005 0.44
S 4.046 0.775 -2.808 0.89
S 0.406 2.353 -1.073 0.43
N -3.735 -5.453 -3.482 0.14
C -3.155 -4.607 -2.942 -0.21
C -2.459 -3.590 -2.292 -0.23
C -2.089 -2.399 -2.959 -0.01
C -1.402 -1.429 -2.271 -0.12
N -1.052 -1.536 -0.981 0.00
C -1.400 -2.663 -0.342 -0.12
C -2.085 -3.695 -0.933 -0.01
H -2.348 -2.262 -3.999 0.11
H -1.104 -0.503 -2.756 0.11
H -1.100 -2.714 0.702 0.11
H -2.340 -4.583 -0.372 0.11


# 6
46
Properties=species:S:1:pos:R:3:lowdin_charge:R:1 method="wB97M-V/def2-TZVPD" relative_energy_kj_mol=10.5 total_charge=+1 max_force_ha_per_bohr=0.0284 gap_ev=5.20
C 0.500 -0.378 -1.374 0.07
C 1.755 -1.081 -1.511 -0.19
C 2.997 -0.384 -1.544 0.00
C 4.208 -1.061 -1.662 -0.05
C 4.232 -2.464 -1.731 -0.03
C 3.026 -3.181 -1.697 -0.05
C 1.811 -2.508 -1.587 -0.01
C -0.740 -0.977 -1.654 -0.05
C -2.007 -0.384 -1.590 0.07
C -3.262 -1.096 -1.662 -0.20
C -4.493 -0.380 -1.713 -0.01
C -5.717 -1.033 -1.745 -0.05
C -5.772 -2.437 -1.750 -0.03
C -4.577 -3.174 -1.730 -0.05
C -3.341 -2.523 -1.685 0.00
H 0.548 0.668 -1.042 0.10
H 2.974 0.706 -1.512 0.12
H 5.145 -0.504 -1.721 0.12
H 5.179 -3.002 -1.807 0.12
H 3.025 -4.272 -1.776 0.12
H 0.879 -3.078 -1.575 0.11
H -0.717 -2.031 -1.960 0.09
H -2.069 0.708 -1.530 0.14
H -4.453 0.709 -1.717 0.12
H -6.646 -0.461 -1.762 0.12
H -6.733 -2.957 -1.767 0.12
H -4.610 -4.268 -1.743 0.12
H -2.418 -3.105 -1.652 0.11
C 1.026 4.179 -0.163 -0.01
C 1.073 3.202 0.953 -0.37
N 1.045 1.867 0.985 0.14
C 1.141 1.515 2.341 -0.23
C 1.214 2.695 3.113 -0.21
C 1.311 2.733 4.492 -0.02
C 1.340 1.498 5.158 -0.08
C 1.283 0.298 4.431 -0.09
C 1.187 0.287 3.019 -0.02
N 1.168 3.726 2.197 0.14
H 0.966 3.684 -1.132 0.07
H 0.154 4.842 -0.057 0.09
H 1.930 4.805 -0.149 0.09
H 1.352 3.701 4.976 0.11
H 1.407 1.474 6.241 0.10
H 1.315 -0.655 4.973 0.10
H 1.154 -0.628 2.423 0.10
H 1.210 4.722 2.400 0.17


# 7
44
Properties=species:S:1:pos:R:3:lowdin_charge:R:1 method="wB97M-V/def2-TZVPD" total_charge=+2 max_force_ha_per_bohr=0.0458 gap_ev=9.99
Ca 0.444 0.874 0.115 1.46
C 2.474 -0.712 1.689 -0.19
C 1.578 -0.213 2.820 -0.17
N 0.261 0.190 2.325 -0.17
C -0.805 -0.804 2.434 -0.12
C -1.114 -1.511 1.138 -0.24
C -1.971 -2.607 1.096 0.02
C -2.157 -3.257 -0.113 0.00
C -1.495 -2.794 -1.244 0.02
C -0.701 -1.661 -1.132 -0.25
C 0.034 -1.048 -2.300 -0.14
N 1.136 -0.201 -1.842 -0.17
C 2.287 -1.000 -1.413 -0.19
C 3.250 -0.168 -0.566 -0.18
N 2.591 0.320 0.652 -0.20
N -0.537 -1.045 0.038 -0.01
H 2.036 -1.610 1.247 0.12
H 3.457 -0.967 2.104 0.14
H 2.053 0.660 3.279 0.14
H 1.501 -0.998 3.583 0.13
H -0.037 1.004 2.851 0.12
H -1.727 -0.310 2.761 0.15
H -0.568 -1.567 3.187 0.14
H -2.464 -2.951 1.992 0.13
H -2.806 -4.116 -0.176 0.13
H -1.595 -3.311 -2.184 0.13
H -0.675 -0.434 -2.867 0.14
H 0.386 -1.852 -2.964 0.14
H 1.436 0.371 -2.631 0.14
H 2.833 -1.410 -2.273 0.14
H 1.908 -1.837 -0.821 0.12
H 3.590 0.698 -1.147 0.13
H 4.128 -0.784 -0.327 0.14
H 3.173 1.059 1.048 0.14
N -2.548 3.924 -1.962 0.17
C -2.608 3.566 -0.533 -0.03
C -1.393 2.614 -0.305 -0.66
O -0.735 2.368 -1.344 -0.08
O -1.146 2.173 0.809 -0.08
H -2.382 4.919 -2.136 0.18
H -3.366 3.624 -2.499 0.18
H -1.667 3.332 -2.230 0.15
H -3.526 3.033 -0.275 0.15
H -2.533 4.439 0.116 0.15


# 8
98
Properties=species:S:1:pos:R:3:lowdin_spin:R:1 method="wB97M-V/def2-TZVPD" spin_multiplicity=2 relative_energy_kj_mol=21.7 max_force_ha_per_bohr=0.0195 gap_ev="6.40 / 6.30"
Mn -0.878 1.336 -0.200 0.95
O -0.284 0.581 1.606 0.01
C -0.203 1.338 2.654 0.00
C -0.560 0.828 3.929 0.00
C -0.448 1.581 5.073 0.00
C 0.040 2.893 5.042 0.00
C 0.392 3.418 3.818 0.00
C 0.254 2.686 2.633 0.00
C 0.651 3.338 1.396 0.00
N 0.321 2.944 0.224 0.00
C 0.918 3.611 -0.932 0.00
C 1.350 2.510 -1.897 0.00
N 0.177 1.680 -2.076 0.00
C -0.256 1.457 -3.255 0.00
C -1.610 0.996 -3.498 0.00
C -1.928 0.287 -4.659 0.00
C -3.228 -0.070 -4.947 0.00
C -4.237 0.363 -4.075 0.00
C -3.954 1.114 -2.958 0.00
C -2.621 1.446 -2.599 0.00
O -2.365 2.104 -1.522 0.00
H -0.931 -0.188 3.970 0.00
H -0.737 1.144 6.022 0.00
H 0.145 3.470 5.949 0.00
H 0.787 4.427 3.758 0.00
H 1.305 4.210 1.504 0.00
H 1.769 4.234 -0.635 0.00
H 0.158 4.235 -1.407 0.00
H 2.153 1.925 -1.446 0.00
H 1.708 2.932 -2.842 0.00
H 0.359 1.726 -4.122 0.00
H -1.125 0.008 -5.335 0.00
H -3.467 -0.639 -5.834 0.00
H -5.269 0.112 -4.292 0.00
H -4.746 1.463 -2.305 0.00
S -7.500 -1.603 1.781 0.00
N -6.799 -0.236 2.269 0.00
C -5.639 -0.155 1.636 0.00
C -4.681 0.935 1.755 0.00
C -4.922 2.081 2.517 0.00
C -3.982 3.084 2.508 0.00
C -2.819 2.914 1.752 0.00
N -2.571 1.822 1.053 -0.01
C -3.489 0.845 1.043 0.00
C -3.215 -0.328 0.173 0.00
N -2.041 -0.328 -0.482 0.00
C -1.802 -1.295 -1.357 0.00
C -2.716 -2.315 -1.621 0.00
C -3.903 -2.345 -0.926 0.00
C -4.163 -1.331 0.000 0.00
C -5.393 -1.251 0.772 0.00
N -6.371 -2.144 0.766 0.00
H -5.842 2.160 3.080 0.00
H -4.123 3.996 3.071 0.00
H -2.064 3.687 1.712 0.00
H -0.845 -1.247 -1.861 0.00
H -2.473 -3.064 -2.361 0.00
H -4.641 -3.119 -1.083 0.00
C 4.553 -2.803 -2.122 0.00
Si 3.094 -1.645 -2.309 0.00
C 3.678 -0.124 -3.244 0.00
C 1.793 -2.511 -3.351 0.00
Sb 1.837 -0.788 -0.278 0.01
Si 1.431 -2.992 0.944 0.00
C -0.092 -3.790 0.200 0.00
C 2.826 -4.238 0.838 0.00
C 1.060 -2.599 2.730 0.00
Si 3.800 0.079 1.099 0.00
C 3.380 0.108 2.918 0.00
C 4.164 1.833 0.539 0.00
C 5.386 -0.890 0.869 0.00
H 4.892 -3.068 -3.128 0.00
H 4.299 -3.723 -1.598 0.00
H 5.388 -2.339 -1.598 0.00
H 4.283 -0.424 -4.104 0.00
H 4.287 0.534 -2.622 0.00
H 2.830 0.458 -3.613 0.00
H 2.199 -2.804 -4.323 0.00
H 0.937 -1.857 -3.528 0.00
H 1.429 -3.415 -2.857 0.00
H -0.039 -3.854 -0.889 0.00
H -0.991 -3.232 0.462 0.00
H -0.196 -4.805 0.594 0.00
H 2.884 -4.676 -0.160 0.00
H 2.634 -5.051 1.545 0.00
H 3.798 -3.806 1.076 0.00
H 0.465 -1.690 2.798 0.00
H 1.970 -2.455 3.312 0.00
H 0.501 -3.426 3.176 0.00
H 2.361 0.433 3.117 0.00
H 4.064 0.800 3.419 0.00
H 3.517 -0.875 3.368 0.00
H 3.376 2.520 0.849 0.00
H 4.276 1.908 -0.543 0.00
H 5.102 2.169 0.993 0.00
H 5.251 -1.966 0.977 0.00
H 6.109 -0.560 1.621 0.00
H 5.820 -0.700 -0.114 0.00